1.
This record from the Open Molecules 2025 dataset describes a cluster of 14 separate species, C36H62BI2N13OSi in total at a distorted geometry. The level of theory is the ωB97M-V functional and the def2-TZVPD basis.

Properties
highest occupied orbital energy: -8.814 eV
gap between HOMO and LUMO: 0.33346 Ha

Each line ends with the Mulliken charge.
Geometry (Å):
H  -1.7161  -2.4156  -1.9506  0.27
H  -1.3262  4.1410  -0.5809  0.35
H  -7.7486  7.4249  -4.4167  0.28
C  -6.9016  -2.6885  -0.4900  0.28
H  -4.2323  6.6497  -2.3121  0.31
H  -7.7010  7.3041  -2.6480  0.27
H  9.1004  3.9647  -0.7077  0.29
C  -7.8235  7.9855  -3.4873  -0.83
C  -3.8090  -1.0017  3.8610  -0.06
H  -8.8046  8.4513  -3.4289  0.33
H  3.9260  -3.5172  4.8909  0.31
H  4.5470  -2.2991  3.7942  0.30
C  3.6437  -2.8353  4.0906  -0.91
C  -0.1948  1.1244  3.1730  -1.01
H  6.7139  -8.2672  1.3605  0.34
N  -5.9739  9.8205  -3.4131  -0.41
H  8.5197  4.0342  0.9674  0.27
H  6.6457  0.4034  0.6700  0.22
H  0.9432  1.5081  1.3530  0.02
Si  1.6691  -3.0779  1.6557  -0.10
C  1.9098  -1.2410  1.2824  0.56
H  -0.7809  1.7496  3.8413  0.53
H  1.3828  -0.6618  2.0379  -0.70
H  6.7552  -0.2834  -0.9560  0.33
N  6.9155  -5.1722  0.8380  -0.39
C  -0.0243  -3.4748  2.3890  -1.40
O  3.8985  -4.8420  2.5661  -0.63
H  -1.1724  -5.5333  -1.9448  0.29
C  6.0896  -7.4654  1.7495  -0.83
H  2.9692  -1.0488  1.4568  0.80
H  1.0704  -1.5999  -0.7059  0.29
N  5.2660  -2.4182  0.7834  -0.29
C  -3.7732  7.4130  -2.9388  -0.77
C  -0.4822  4.6167  -1.0779  -0.39
H  0.8823  0.0462  -0.1775  -0.16
H  -0.0987  2.8466  1.8855  0.37
C  -0.9771  1.5875  -3.9026  -0.59
C  4.5441  5.7403  -1.0643  -0.52
H  -5.4364  -2.2274  0.9269  -0.10
C  0.5671  2.0537  2.2111  -0.99
H  -3.6703  8.3346  -2.3713  0.34
H  4.3100  5.3128  -2.0370  0.27
H  -3.2059  -1.3115  4.7116  0.27
H  7.8664  5.1518  -0.2477  0.20
C  5.9819  -1.5704  0.4955  0.43
I  2.5846  -0.3592  -2.9974  -0.08
H  -0.3164  1.6363  -3.0390  0.01
H  -0.7803  5.5973  -1.4386  0.18
H  4.9146  4.9510  -0.4138  0.15
H  -0.4515  1.9510  -4.7834  0.38
H  -2.0841  -2.9819  2.1391  0.66
C  -2.7394  -4.9947  -0.6765  0.46
C  2.8491  -0.4001  -0.8732  -1.42
C  -1.0971  0.1296  2.4188  0.77
N  -7.3862  -2.4907  -1.5116  -0.47
H  4.5405  -4.6433  1.8653  0.15
C  -6.7899  9.0127  -3.4455  0.41
H  -3.1815  -2.2541  -0.9691  -0.08
H  -6.3730  -4.8847  -3.4998  0.39
H  -1.1102  -6.2736  -0.3374  0.33
H  -3.8848  0.0834  3.8520  0.41
N  1.5110  4.6940  0.5890  -0.47
H  6.1424  -7.4587  2.8357  0.26
C  8.2321  4.1401  -0.0765  -0.75
H  -5.8908  -3.9368  0.8507  0.22
C  -5.3756  -4.7177  -3.1004  -0.32
C  6.8798  -0.4952  0.1037  -1.08
H  1.3969  2.5087  2.7449  0.37
H  -2.2913  -6.8431  -1.5427  0.40
N  6.3606  7.5897  -1.3204  -0.42
C  -2.4672  6.9450  -3.3818  0.35
N  -3.5091  -4.2264  -0.3054  -0.27
C  -1.1709  -1.2685  3.0554  -0.77
H  -4.4065  7.6034  -3.7994  0.22
H  3.6214  -1.1387  -0.6931  0.26
H  3.6379  6.1576  -0.6308  0.20
C  0.6357  4.7269  -0.1526  0.32
N  6.3107  2.4876  -0.6777  -0.42
N  -3.0882  3.0488  -3.4605  -0.46
H  -4.9806  -3.7891  -3.5058  0.21
H  -2.1040  0.5490  2.4143  0.78
C  -2.5836  -1.7887  -1.7507  -0.49
H  -1.0572  -2.0983  1.0315  -0.20
H  -0.8060  0.0736  1.3730  -0.94
C  -2.1395  -0.4682  -1.3221  0.26
N  -1.7593  0.5613  -0.9858  -0.37
C  6.5504  -6.1860  1.2323  0.41
N  -3.7770  -6.7026  -3.6255  -0.47
H  -6.9823  -2.7598  1.6069  0.42
H  -0.1869  4.0075  -1.9286  0.00
C  -1.7695  -5.9735  -1.1494  -1.14
C  -6.2678  -2.9170  0.8026  -0.36
N  -1.4414  6.5562  -3.7175  -0.46
H  -2.1058  -1.3353  3.6107  -0.34
H  -0.3797  -1.3958  3.7930  0.88
C  -5.1399  -1.5878  3.9629  0.25
H  -1.2690  0.5518  -4.0603  0.27
B  3.2029  -3.6727  2.8318  0.55
C  -4.4861  -5.8215  -3.4311  0.29
C  -1.1354  -2.4519  2.0595  -0.01
H  -3.1800  -1.6995  -2.6568  0.44
C  1.5646  -0.8021  -0.1588  0.04
H  3.1742  0.5744  -0.5264  0.65
H  -0.3250  -4.4468  1.9969  0.39
H  2.9098  -2.1041  4.4232  0.25
C  7.1845  3.1786  -0.4005  0.45
C  -2.1623  2.4024  -3.6650  0.38
H  -3.3279  -1.3350  2.9432  -0.39
N  -6.1863  -2.0512  4.0468  -0.51
H  7.9089  -0.7923  0.2964  0.40
H  0.0025  -3.5796  3.4733  0.70
C  5.5603  6.7739  -1.2115  0.29
H  0.5382  0.5732  3.7619  0.29
I  1.8442  -4.3948  -0.4527  -0.37
H  -5.4332  -4.6286  -2.0185  -0.14
H  5.0575  -7.6277  1.4464  0.24



2.
This record from the Open Molecules 2025 dataset describes a structure of composition C5H6N3 at a distorted geometry. The level of theory is the ωB97M-V functional and the def2-TZVPD basis.

Properties
highest occupied orbital energy: -13.612 eV
net charge: +1
gap between HOMO and LUMO: 0.27322 Ha

Each line ends with the Mulliken charge.
Geometry (Å):
H  0.3930  -2.3922  0.1327  0.33
H  0.0307  -1.0545  1.4425  0.34
N  1.3039  0.0697  0.0752  0.14
H  0.9508  2.1440  -0.1998  0.37
C  -1.1934  -1.0391  -0.3581  -0.21
C  -0.0533  -1.3464  0.3599  -0.61
C  -1.7160  0.2605  -0.2374  -0.08
C  0.5128  1.1551  0.1123  0.20
H  -2.7478  0.6138  -0.2834  0.40
H  -1.1573  2.2871  0.2067  0.34
H  -1.6042  -1.8554  -1.0643  0.31
C  -0.8528  1.2545  0.1037  -0.55
N  3.6103  -0.1449  -0.2046  -0.51
N  2.5232  0.0479  -0.0854  0.53



3.
This record from the Open Molecules 2025 dataset describes the ion C5H11N2O2 with charge +1 at a distorted geometry. The level of theory is the ωB97M-V functional and the def2-TZVPD basis.

Properties
highest occupied orbital energy: -14.284 eV
net charge: +1
gap between HOMO and LUMO: 0.41049 Ha

Each line ends with the Mulliken charge.
Geometry (Å):
H  -2.8717  -0.9115  -0.2189  0.33
H  -2.3054  0.9530  1.3496  0.52
H  0.1915  0.2520  -2.0637  0.37
H  -0.8917  0.1598  1.8004  0.27
O  3.3876  0.1468  0.4534  -0.39
H  0.1541  1.8502  0.2006  0.20
H  -0.8889  -1.8767  -1.1976  0.34
N  1.2972  -0.1918  -0.2065  0.10
C  -1.5319  0.4576  0.9762  -0.73
C  2.2625  0.6266  -0.0467  0.08
H  -1.9068  -1.7807  1.0281  0.28
C  -0.7549  1.2299  -0.1462  -0.48
O  1.4515  -1.4851  0.2408  -0.43
H  0.6233  -2.1145  0.0336  0.37
H  -1.4276  1.8728  -0.6242  0.41
H  2.3369  1.7087  -0.4039  0.28
C  -1.9095  -0.9103  0.3069  -0.57
N  -0.9914  -0.9559  -0.8318  -0.30
C  -0.2777  0.1195  -1.0556  -0.05
H  4.0529  0.8498  0.4053  0.40



4.
This record from the Open Molecules 2025 dataset describes a cluster of 5 separate species, C16H48N7O16P4 in total at a distorted geometry. The level of theory is the ωB97M-V functional and the def2-TZVPD basis.

Properties
highest occupied orbital energy: -11.740 eV
net charge: +1
gap between HOMO and LUMO: 0.31316 Ha

Each line ends with the Mulliken charge.
Geometry (Å):
C  -3.2602  5.7571  -4.2315  -0.70
H  -3.1943  1.9590  0.3116  0.14
O  -3.7207  3.6492  -1.2811  -0.27
O  -0.5592  -2.2242  -3.9078  -0.46
H  -2.1955  -0.8338  -7.7762  0.25
H  6.0229  3.2029  6.1971  0.30
O  -5.6519  4.2986  -3.6206  -0.27
P  -4.5961  4.4508  -2.3975  0.91
N  -3.7556  -0.4477  1.6732  -0.71
H  0.8123  -4.7546  6.2243  0.22
C  -0.9688  -3.7869  -6.2771  -0.65
C  -2.9237  -0.6691  -6.9852  -0.60
H  -1.6086  -7.5125  3.5272  0.31
H  -1.0580  -4.0533  -7.3282  0.24
O  -2.2644  -0.4098  -5.7417  -0.33
H  -0.1814  -6.1831  6.5623  0.25
H  -3.8864  0.4986  -0.9936  0.17
C  6.6756  0.8621  1.2160  -0.63
C  -0.6799  -7.9064  3.1180  -0.54
C  -0.6943  -1.8789  -2.5184  -0.66
C  0.0398  -5.4124  5.8275  -0.62
P  -1.7318  -1.6821  -4.9146  1.12
H  -7.5486  3.7102  -4.1556  0.24
H  1.7615  1.1311  2.5949  0.17
C  -1.4627  -0.8337  0.7698  -0.56
H  -1.7074  3.9230  -1.6777  0.23
H  1.9838  -2.5173  2.5836  0.30
H  2.5523  1.0282  -1.4689  0.51
H  -1.0217  -0.8479  -2.3986  0.34
N  0.9049  0.3114  -0.3837  -0.20
O  -4.9818  5.7125  -1.7296  -0.65
H  -3.6942  -1.4514  1.8079  0.29
H  0.2095  -2.5498  2.4704  0.29
H  -3.4759  -0.0132  2.5469  0.27
N  -3.3247  -0.2708  -0.6629  -0.47
H  -1.6655  -1.7981  1.2355  0.51
H  -2.4881  5.2880  -0.8454  0.34
H  -3.7723  6.6038  -3.7751  0.35
H  -1.4124  -2.5498  -2.0453  0.35
H  -0.0140  -4.1498  -5.8983  0.22
C  9.1441  2.9745  3.0400  -0.66
N  1.6493  0.9346  1.6149  0.00
H  -1.6412  1.7122  0.6558  0.26
H  -0.4550  -0.1126  2.5508  0.25
H  -0.9053  -8.6457  2.3536  0.25
H  7.3522  0.2493  1.8080  0.32
C  2.0801  0.9134  -0.5081  -0.12
H  -0.0967  -8.3798  3.9041  0.25
O  -1.2157  -4.8868  3.1023  -0.62
H  9.3396  3.9844  3.3952  0.23
C  -2.7711  0.0003  0.6576  1.14
H  5.9995  0.2161  0.6566  0.23
H  -3.8474  -1.1350  -0.6626  0.22
N  -0.4005  -0.2059  1.5508  0.06
H  3.4025  1.8089  0.7848  0.22
H  -3.5897  -1.5270  -6.9070  0.33
C  -7.0485  4.1228  -3.2840  -0.72
H  -3.5043  0.2194  -7.2218  0.24
H  -7.4865  5.0877  -3.0371  0.30
H  -0.8674  -4.8421  5.6277  0.33
O  -3.3528  4.5885  -3.4118  -0.28
C  1.1135  -3.1557  2.4300  -0.75
O  -2.9490  -2.3851  -4.4471  -0.65
P  6.6042  2.4031  3.3291  1.03
N  2.5299  1.3091  0.6617  0.03
O  1.0769  -4.1234  3.4839  -0.39
O  0.5153  -6.0648  4.6482  -0.33
H  9.8687  2.7216  2.2695  0.25
C  5.6971  3.8147  5.3583  -0.67
H  -7.1743  3.4379  -2.4485  0.32
C  0.6492  0.3087  0.9336  0.05
H  1.1932  -3.6279  1.4516  0.38
N  -2.5752  1.4062  0.8933  -0.60
H  7.2426  1.4679  0.5127  0.29
O  -1.0179  -2.3615  -6.1875  -0.34
H  5.6509  4.8555  5.6660  0.25
O  6.9350  1.2743  4.2276  -0.62
H  -1.1322  -1.0580  -0.2360  -0.44
H  -3.6833  5.5542  -5.2139  0.24
H  0.2766  -1.9989  -2.0402  0.20
H  -2.1690  3.7801  0.0220  0.32
O  7.8413  2.9128  2.4441  -0.36
C  -2.4574  4.2034  -0.9378  -0.70
O  0.0837  -6.8756  2.4776  -0.41
H  -2.2047  5.9986  -4.3422  0.25
P  0.1536  -5.4523  3.2085  1.08
O  6.6611  3.7154  4.2851  -0.32
H  9.2375  2.2667  3.8628  0.35
H  -1.7865  -4.2481  -5.7235  0.35
O  5.8644  1.6950  2.0536  -0.28
H  4.7069  3.4989  5.0360  0.27



5.
This record from the Open Molecules 2025 dataset describes the ion C14H21O with charge +1 at a distorted geometry. The level of theory is the ωB97M-V functional and the def2-TZVPD basis.

Properties
highest occupied orbital energy: -12.506 eV
net charge: +1
gap between HOMO and LUMO: 0.37518 Ha

Each line ends with the Mulliken charge.
Geometry (Å):
C  0.4212  -2.3847  0.9925  -0.85
H  -1.2763  1.4530  -0.6092  -0.34
H  -2.3264  3.9214  0.6038  0.31
C  -1.8877  2.3333  -0.6271  -0.08
C  -1.5811  3.1294  0.3664  -0.17
C  1.0238  1.3790  0.4363  -1.43
C  1.1594  -0.2313  0.2551  0.84
H  1.0710  -2.9634  0.3825  0.39
C  -0.5228  3.0451  1.5034  -1.09
C  0.1499  -0.9713  -1.7807  0.48
C  -1.0367  -1.6834  -2.2220  -0.80
C  2.2410  -0.4360  -0.8652  -0.77
H  -1.1473  -3.6394  -0.9956  0.31
H  1.8780  -0.9602  -3.0661  0.48
H  -2.5577  2.6551  -1.4770  0.30
C  1.4120  -0.8303  -2.0871  -0.86
H  0.0060  -3.0652  1.8505  0.41
H  -2.5376  -2.4779  -0.6465  0.29
H  -0.7589  1.1006  1.6720  0.27
H  -0.9236  3.2353  2.4909  0.49
C  -1.3847  -2.4676  -0.9721  -0.59
C  -0.7346  -1.7696  0.2393  0.00
H  -1.8133  -1.0495  -2.5235  0.32
C  0.1399  1.6827  1.6222  -0.38
H  2.0539  1.5861  0.5959  0.54
H  2.2922  -1.4772  1.5572  0.34
H  0.4800  1.6527  2.6884  0.31
O  -0.0873  -0.5381  -0.3830  0.12
H  0.5289  2.0181  -0.2896  0.49
C  1.2218  -1.1840  1.4917  -0.72
H  -0.8575  -2.3156  -3.1535  0.35
H  3.0498  -1.1000  -0.6224  0.43
H  0.2348  3.8153  1.4492  0.37
H  2.5581  0.5591  -1.2458  0.38
H  0.9045  -0.7851  2.4735  0.36
H  -1.3928  -1.2365  0.8954  0.50